Molecular formula: C15H48N9O12
Method: DFT, ωB97M-V with the def2-TZVPD basis set

```
84
Properties=species:S:1:pos:R:3:forces:R:3
O -0.945584 -0.124621 -1.284744 0.19 -0.52 0.67
O -3.152826 -0.868370 -2.825303 -0.19 -0.46 0.42
O -2.053630 0.826736 2.352255 -0.15 0.45 -0.45
O -3.916833 -1.283143 2.557535 -0.18 0.29 -0.40
O 2.600222 3.577519 3.012272 -0.42 0.65 -0.58
O 3.177200 0.927209 4.817243 -0.13 0.32 -0.54
O 3.382776 -0.535188 -0.876389 -0.14 -0.21 0.00
O 0.864082 0.968671 -0.982086 0.23 -0.49 0.39
O -0.843515 1.743421 -6.368957 -0.21 -0.16 0.03
O 0.061795 -0.203086 0.667124 -0.11 -0.30 -0.68
O 4.705249 -2.571348 1.401730 -0.70 -0.95 0.14
O 1.996851 3.410013 -3.673043 -0.31 -0.44 -0.21
N 2.543459 -2.796135 0.686076 1.09 -0.90 0.82
N 0.523025 5.099108 -4.053403 -0.23 -0.21 0.25
N 2.139364 -0.235169 3.150865 0.27 0.09 0.21
N -0.548313 1.355963 -4.149029 -0.54 -0.50 0.04
N 3.726273 -4.662188 1.492873 -0.28 0.62 -0.17
N 4.446797 -0.132221 3.196653 -0.15 0.26 0.10
N 0.490462 3.898268 -2.035263 0.69 0.29 -1.78
N -2.494012 0.660136 -5.222777 0.51 0.00 0.32
N 0.003352 0.175218 -0.531762 -0.18 1.30 -0.28
C 3.243510 0.257456 3.796754 0.10 -0.65 0.24
C -1.254481 1.250431 -5.321048 0.20 0.71 0.21
C 2.807418 3.657200 0.622138 0.20 0.44 -1.03
C 1.042444 4.062557 -3.288427 0.46 1.01 0.64
C -1.905230 -2.703555 2.467287 0.97 0.10 -0.15
C -3.293196 -3.246791 -2.820135 0.69 -0.70 0.35
C 0.679406 2.980403 1.752261 -0.96 1.22 -0.55
C 3.731460 -3.299285 1.187230 0.10 0.99 -0.20
C -4.021809 -1.977617 -2.425953 1.09 1.38 -0.78
C -3.316446 -2.482964 2.980298 0.41 -0.09 0.57
C -4.214167 -3.629068 2.538731 -0.66 0.98 0.06
C 1.867187 3.939952 1.773970 1.48 -2.26 1.46
C -1.660127 0.915427 3.709162 -0.53 -1.88 0.24
C 4.783638 -0.294498 -0.945956 -0.34 0.48 0.19
C -5.301964 -1.722805 -3.202433 0.04 -0.28 0.25
H 5.268952 -1.242746 -1.162446 0.02 0.01 -0.01
H 3.103144 -5.253343 0.973595 -0.05 -0.09 0.02
H -2.776912 0.134517 -4.402131 -0.03 0.08 -0.16
H -2.397392 -0.873631 -2.212243 -0.10 0.20 -0.16
H -2.484177 1.276076 4.326530 -0.04 0.54 -0.39
H 2.300329 3.838401 -0.334731 0.23 0.08 0.20
H 1.884521 -3.478104 0.365290 -0.42 0.30 -0.16
H 5.016754 0.436987 -1.725287 0.02 -0.13 -0.06
H 2.844789 0.261136 -0.994244 0.12 0.05 0.02
H 0.309914 1.871193 -4.103705 0.25 -0.08 -0.45
H -4.107716 -4.500754 3.178087 0.24 -0.28 -0.36
H 0.944806 1.939486 1.932872 0.30 0.09 0.08
H -3.287182 -3.454841 -3.893638 -0.59 0.15 0.03
H -5.261327 -3.310811 2.565683 0.08 0.04 0.38
H 4.604394 -5.075412 1.745909 0.17 0.18 -0.09
H 3.728749 4.246626 0.616114 -0.24 0.29 0.27
H 5.156711 0.086538 0.010202 0.03 -0.11 -0.03
H -4.033613 -3.758988 1.478944 0.23 -0.72 -0.20
H 0.008412 5.851319 -3.635621 -0.13 -0.09 0.17
H 1.235862 0.102147 3.427365 -0.01 -0.06 0.17
H 0.858718 3.105230 -1.532275 -0.58 -0.01 0.33
H -5.465038 -0.648537 -3.245286 -0.07 0.02 -0.03
H 2.207889 -0.658172 2.242640 0.06 0.12 -0.14
H -3.224818 -2.465700 4.079591 -0.24 -0.07 0.00
H 2.558359 -1.846179 0.318175 0.17 -0.28 -0.37
H -0.794935 0.852049 -3.311672 -0.13 0.02 0.05
H -5.158202 -2.119141 -4.207914 -0.23 0.14 -0.09
H -6.177470 -2.184045 -2.745173 0.03 -0.15 -0.04
H 5.247630 0.368688 3.544304 -0.09 -0.06 0.34
H -0.230577 4.530879 -1.762514 -0.32 -0.37 0.57
H -1.217731 -1.874478 2.669137 -0.29 0.16 0.02
H 1.629775 4.988092 1.945589 -0.28 0.01 -0.53
H -0.749174 1.468473 3.933136 0.07 0.06 -0.28
H -2.216318 -3.183115 -2.620809 -0.18 0.30 0.40
H -1.477342 0.224566 1.830494 0.16 0.59 0.31
H -1.832387 -2.887690 1.391647 -0.29 0.07 0.00
H -3.297764 -0.525436 2.510831 -0.04 -0.36 -0.02
H -3.038321 0.626922 -6.060135 0.05 -0.11 -0.15
H 0.156319 2.962851 0.789606 0.09 0.12 0.04
H -4.142894 -1.839925 -1.347743 -0.24 -0.52 0.00
H 3.168703 2.626097 0.589309 -0.43 -0.14 0.35
H -1.605251 -0.137951 4.032716 0.71 0.30 0.51
H -1.412823 -3.543250 2.971210 -0.35 -0.14 -0.01
H 4.603122 -1.128611 3.120487 -0.11 0.05 -0.52
H 2.307502 2.684910 3.218442 0.29 -0.03 0.32
H 1.017414 5.348531 -4.888854 0.20 -0.26 -0.03
H -3.624239 -4.124639 -2.263227 -0.30 -0.09 -0.16
H -0.043004 3.346146 2.485990 -0.05 -0.37 0.11
```
Forces are in eV/Å.

Its total charge is -1. As for the multiplicity: 1.

=====

Molecular formula: C15H49N14O9
Method: DFT, ωB97M-V with the def2-TZVPD basis set

```
87
Properties=species:S:1:pos:R:3:forces:R:3
O 7.019665 -24.326925 -23.558848 -0.46 -0.20 -0.36
O 9.441065 -26.376299 -22.031242 -0.05 -0.37 -0.24
O 9.523493 -21.276703 -16.975025 0.13 0.22 -0.71
O 4.667437 -25.375597 -19.089022 0.41 -0.23 0.28
O 3.858877 -20.954460 -20.898055 -0.08 0.24 -0.31
O 7.810336 -27.034629 -18.744505 0.58 -0.33 0.30
O 7.561391 -23.727001 -20.384189 0.15 0.62 0.27
O 11.096393 -18.875252 -19.916487 -0.11 0.39 0.15
O 12.644819 -22.615385 -21.872501 0.08 -0.17 -1.06
N 11.486605 -22.575258 -18.361905 -0.52 0.03 0.83
N 16.288611 -22.872453 -21.356335 0.09 -0.23 0.35
N 3.275558 -24.310944 -17.675108 0.21 -0.10 0.63
N 4.878807 -22.886314 -21.565533 -0.75 0.25 -0.66
N 2.751158 -22.387466 -22.293309 0.45 0.19 0.29
N 8.520893 -25.210478 -17.578064 0.50 -0.16 0.20
N 10.158064 -17.372446 -21.349469 -0.72 0.32 -0.04
N 10.528645 -25.229464 -20.387163 0.75 0.15 0.52
N 8.779066 -22.895728 -23.429495 0.04 0.30 -0.30
N 11.551974 -26.990668 -21.433366 0.37 0.24 0.45
N 5.260636 -23.299504 -18.262369 0.38 -0.22 -0.02
N 8.948413 -19.175684 -20.550715 -0.03 0.55 0.44
N 7.404147 -26.935067 -16.505739 1.13 0.44 -0.09
N 8.369605 -24.059978 -25.380790 -0.06 0.23 0.50
C 14.745857 -24.831430 -21.736587 -0.18 0.45 1.67
C 8.232037 -22.598594 -20.004861 -1.46 -0.75 -0.59
C 14.953943 -23.309202 -21.783214 0.38 -1.00 -1.80
C 4.489163 -24.438631 -18.346762 -1.08 0.70 -0.93
C 7.973981 -23.803579 -24.073348 0.31 0.14 0.33
C 11.761375 -21.493881 -21.704786 1.15 -1.00 1.05
C 11.834246 -21.726718 -17.198880 0.75 -0.88 -1.26
C 8.464941 -20.361930 -16.922822 -0.20 0.43 -0.25
C 13.247016 -21.194647 -17.376684 -0.21 0.47 0.29
C 7.950534 -26.454824 -17.691369 -1.32 0.43 -0.65
C 10.804334 -20.648799 -16.935133 -0.26 -0.23 1.66
C 13.835630 -22.539458 -21.145057 0.11 1.32 0.76
C 3.871111 -21.981112 -21.569243 0.45 -0.77 1.16
C 10.112910 -18.469877 -20.524448 0.79 -1.15 -0.59
C 10.402933 -26.229811 -21.317658 -0.47 0.77 -0.19
H 8.685041 -24.688869 -18.425270 -0.38 -0.22 -0.20
H 12.323353 -20.566266 -21.556593 -0.03 0.03 -0.27
H 11.308839 -25.235766 -19.752549 -0.04 0.00 0.00
H 10.473761 -22.515802 -18.422143 0.02 -0.36 -0.47
H 11.103006 -21.445649 -22.562010 -0.19 -0.04 0.07
H 8.455168 -19.824125 -15.965255 -0.16 -0.12 0.05
H 8.512281 -22.722957 -18.938223 0.63 0.92 0.04
H 6.069055 -23.244382 -18.890791 0.10 -0.59 0.13
H 7.370929 -26.266168 -15.759883 -0.50 -0.40 0.30
H 6.795871 -27.725390 -16.577734 -0.19 0.08 0.09
H 11.276885 -21.724656 -20.760466 -0.95 0.67 -0.33
H 11.012384 -17.053277 -21.760315 0.20 0.00 0.39
H 8.277226 -19.075104 -21.289420 -0.06 -0.03 0.04
H 10.909737 -19.747619 -17.545200 -0.25 -0.30 -0.53
H 14.769673 -25.090977 -20.664258 -0.13 -0.20 -0.11
H 9.316057 -16.855240 -21.523292 0.03 -0.05 -0.23
H 9.119490 -23.539056 -25.791717 -0.05 -0.21 -0.25
H 5.667608 -22.872018 -20.934921 0.42 -0.06 -0.06
H 9.086131 -22.334211 -20.675191 0.56 -0.05 0.53
H 5.333903 -22.861816 -17.361259 -0.01 0.12 -0.07
H 2.929959 -23.021758 -23.052345 -0.37 0.17 -0.19
H 11.886478 -22.298542 -19.242970 0.09 0.41 0.20
H 11.586793 -27.802284 -22.014827 -0.20 0.00 -0.05
H 13.753352 -25.093520 -22.100985 0.13 -0.16 -0.28
H 10.888996 -20.330028 -15.879187 0.47 0.24 -0.16
H 7.529678 -20.889435 -17.105141 0.04 -0.17 0.30
H 16.511016 -23.187075 -20.413351 -0.31 0.09 0.08
H 2.709339 -25.130256 -17.569409 0.03 -0.05 -0.10
H 13.707964 -22.842238 -20.091776 -0.10 -0.24 -0.06
H 13.501400 -20.611900 -16.485907 0.31 -0.07 -0.09
H 14.133880 -21.481085 -21.098581 0.24 -0.07 0.01
H 13.951582 -22.013794 -17.514258 0.00 -0.05 0.18
H 16.945094 -23.396773 -21.927239 0.08 0.21 -0.07
H 2.075024 -21.650391 -22.369905 -0.10 -0.07 -0.44
H 8.511899 -19.599238 -17.713750 0.28 -0.06 0.03
H 9.807770 -24.569712 -20.134293 -0.62 -0.47 -0.75
H 4.744187 -23.743231 -22.075428 0.40 -0.08 0.15
H 15.558178 -25.406330 -22.176936 -0.11 0.11 -0.46
H 9.559104 -22.489105 -23.910150 0.07 -0.08 0.13
H 3.001270 -23.471422 -17.201024 0.09 0.03 -0.03
H 7.575792 -21.689436 -20.117761 0.15 0.27 0.50
H 14.939574 -23.081102 -22.857629 -0.21 0.37 0.12
H 8.508006 -24.697094 -16.716584 -0.04 0.00 -0.03
H 11.862594 -22.432770 -16.363398 -0.22 0.27 0.27
H 12.324946 -26.756008 -20.839686 0.15 -0.33 -0.09
H 7.810436 -24.707223 -25.898559 0.06 0.00 -0.14
H 8.637226 -22.672152 -22.456226 -0.27 -0.47 -0.04
H 13.341585 -20.536551 -18.244437 -0.20 0.02 -0.01
H 8.891040 -19.978521 -19.945753 -0.10 -0.15 -0.16
```
Forces are in eV/Å.

Its total charge is -1. As for the multiplicity: 1. The value obtained for the relative energy (zero: lowest compared OMol25 entry of this formula, charge and spin) is 8.34 kcal/mol.

=====

Results for HOMO energy: -6.62 -3.89 (in eV, following the order of the records).
Results for calculated total energy: -54317.3687 -55642.9327 (in eV, following the order of the records).